# 1
# C37H38N3P2S2W

A structure of composition C37H38N3P2S2W in a non-equilibrium geometry (the ωB97M-V functional and the def2-TZVPD basis, the OMol25 dataset).

```
83
Properties=species:S:1:pos:R:3:forces:R:3
W -0.34330 0.18038 0.56499 0.287 -0.283 -1.033
S 0.94505 -0.89529 -1.14310 -0.656 0.579 0.662
S -4.27134 0.03817 -1.45022 -0.002 -0.039 -0.010
P -0.08651 0.38631 3.04742 0.418 -0.971 -0.584
P 0.42295 2.46653 0.10800 0.341 0.280 0.300
N -2.47633 -1.63106 -2.64202 0.029 -0.021 -0.069
N -1.86444 -0.35342 -0.78508 -0.151 -0.169 0.209
N -2.36572 0.54955 0.10492 -0.418 0.241 -0.140
C 3.37458 0.05989 -1.91391 -0.046 0.016 -0.016
C 4.78003 -1.21086 0.12979 0.006 0.005 -0.004
C 0.54970 0.11827 7.56261 -0.015 -0.012 -0.010
C 1.54211 3.32640 -3.72037 0.020 0.010 -0.019
C -0.21779 5.14667 0.17781 0.026 0.013 0.029
C 3.40333 -1.35792 0.04769 -0.004 0.001 -0.037
C 1.30986 0.85387 5.40267 0.039 -0.001 0.002
C -0.86985 -1.17355 2.42733 -0.097 0.054 0.194
C 2.70379 -0.69894 -0.96038 0.070 -0.062 0.100
C -0.17179 -2.24647 1.83235 -0.088 -0.324 0.496
C -5.54845 1.20942 1.47227 0.038 0.023 -0.015
C -0.28947 3.94024 0.87719 -0.149 -0.164 -0.034
C -1.12311 6.30183 2.08424 -0.004 -0.010 0.013
C 4.75272 0.19614 -1.82358 0.015 0.006 0.000
C -2.28125 -1.24526 2.51337 0.026 -0.004 0.101
C -4.36263 1.85762 0.74439 -0.123 -0.020 0.038
C 2.15168 2.37557 0.72965 -0.053 0.016 -0.007
C -0.59201 -0.42979 6.99041 -0.011 -0.004 -0.006
C 2.21952 1.74956 2.12619 0.034 0.046 0.014
C -0.80322 3.92251 2.17559 -0.044 0.018 -0.026
C -0.79716 -0.34421 5.62349 0.005 -0.014 -0.001
C -0.63301 6.32162 0.78633 -0.005 0.006 -0.023
C 0.33068 3.23955 -4.39053 0.000 -0.006 0.000
C 1.57516 0.34302 2.20542 -0.376 0.398 0.300
C -2.96222 -2.34775 2.04606 -0.022 0.009 0.010
C 0.17331 0.27680 4.83919 -0.193 0.456 -0.174
C -3.59262 0.88590 -0.07942 0.054 0.023 -0.016
C 0.44296 2.75390 -1.66370 -0.119 -0.096 -0.011
C -1.21321 5.10170 2.77746 -0.011 -0.001 -0.007
C 1.49605 0.75683 6.77255 0.022 0.025 -0.026
C 5.45305 -0.42406 -0.79735 -0.021 -0.014 0.018
C -0.87536 -3.33693 1.32806 0.079 -0.026 0.009
C -2.25618 -3.38798 1.43668 0.013 0.029 0.025
C -2.72810 -0.75172 -1.68556 -0.024 0.122 -0.011
C 1.60450 3.08407 -2.35463 0.021 -0.009 0.069
C -0.83385 2.92216 -3.69843 -0.009 -0.005 0.028
C -0.77950 2.67708 -2.33773 0.060 0.058 -0.014
H -6.20506 0.68184 0.78002 -0.017 0.010 0.005
H 2.44036 3.59783 -4.25862 0.000 -0.002 -0.002
H 0.70240 0.04762 8.63092 -0.004 -0.001 0.003
H 0.16269 5.17543 -0.83485 0.004 0.013 -0.004
H 2.57645 3.38089 0.75057 -0.002 0.001 -0.002
H -1.44205 7.22145 2.55586 -0.002 0.006 -0.006
H 1.45435 -0.05081 1.15120 1.073 -0.086 0.126
H -5.21594 0.50694 2.23666 0.009 -0.026 -0.023
H 1.74393 2.42176 2.84780 -0.001 0.001 -0.013
H 5.33119 -1.73234 0.90091 0.005 -0.001 0.000
H -1.78050 2.88425 -4.22078 0.003 -0.003 -0.007
H -3.66732 2.31937 1.44750 0.016 0.018 -0.017
H 2.22185 -0.40078 2.67054 -0.066 -0.186 -0.176
H 2.38242 1.18443 7.22077 -0.001 -0.004 0.007
H -1.69074 2.46774 -1.78600 -0.011 -0.018 -0.023
H -1.54264 -1.99425 -2.76768 -0.002 0.011 0.022
H 0.28903 3.43414 -5.45373 0.000 0.006 -0.001
H 0.90787 -2.30125 1.88974 0.006 0.134 -0.181
H 2.73341 1.76984 0.03054 -0.025 -0.015 -0.038
H -1.32706 -0.92720 7.60814 0.008 0.000 0.010
H 2.55146 3.17134 -1.83672 0.010 -0.003 -0.029
H -0.33212 -4.16247 0.88777 -0.009 0.003 -0.013
H 5.28266 0.77469 -2.56853 -0.001 0.005 0.004
H 3.26766 1.67261 2.41508 -0.009 -0.017 0.024
H -2.82272 -0.41839 2.96257 -0.029 0.004 -0.056
H -6.13821 1.98265 1.95925 0.003 -0.006 0.016
H -4.03789 -2.40592 2.14946 0.002 -0.008 -0.007
H -0.90170 2.99145 2.71805 0.022 0.000 0.014
H -1.60655 5.08654 3.78506 0.000 -0.003 0.003
H 6.52754 -0.31885 -0.73458 0.002 -0.003 -0.011
H -4.73217 2.64740 0.08566 0.052 0.010 -0.019
H -2.78941 -4.25326 1.06400 -0.006 -0.002 0.007
H -0.57432 7.25489 0.24294 0.007 0.000 0.000
H -3.16792 -1.87360 -3.33427 -0.015 0.003 0.020
H 2.88643 -2.02114 0.73101 0.017 0.007 0.008
H -1.68531 -0.78085 5.18684 -0.005 -0.010 -0.003
H 2.82616 0.52515 -2.72288 0.001 0.008 -0.003
H 2.05019 1.36152 4.79804 0.001 -0.024 0.036
```
Forces are in eV/Å.

## Properties
Net charge: +3
Spin multiplicity: 1

# 2
# C37H39AsCaF6N2O2P

A structure of composition C37H39AsCaF6N2O2P in a non-equilibrium geometry (the ωB97M-V functional and the def2-TZVPD basis, the OMol25 dataset).

```
89
Properties=species:S:1:pos:R:3:forces:R:3
As 3.29927 -0.11346 -2.59120 -0.807 0.339 0.504
Ca 0.33776 0.49860 -0.19705 0.487 -0.142 -0.769
P -1.46929 -1.89864 2.10544 0.266 -0.219 -0.097
F 4.45674 0.38641 -1.40096 0.289 0.086 0.121
F 2.58130 -1.17265 -1.40124 0.088 -0.308 0.070
F 3.93584 1.03896 -3.69262 0.145 0.176 -0.201
F 2.17038 1.09960 -1.94327 0.151 0.000 -0.213
F 2.10883 -0.58396 -3.74405 0.002 -0.098 -0.154
F 4.36662 -1.34313 -3.12446 0.249 -0.299 -0.160
O 0.05084 0.91554 1.86138 -0.182 0.448 1.073
O -0.16984 1.61499 3.97477 0.054 0.086 0.079
N 2.75912 0.89380 0.86970 -0.144 0.069 0.047
N -0.74986 2.18162 -1.42489 0.156 0.725 -0.176
C 0.44344 1.54173 2.90918 -0.332 -0.419 -0.294
C -2.11860 -4.47135 5.34140 -0.036 0.049 0.001
C -0.86759 4.46378 -0.71701 0.082 0.262 0.150
C 0.20130 2.04249 -4.39602 -0.021 0.006 -0.002
C -1.83642 -3.18252 0.82709 0.153 0.151 -0.132
C -2.11696 -2.77616 3.61071 -0.163 0.093 -0.023
C -1.75550 -3.81950 -1.53050 -0.039 -0.081 -0.107
C -0.84181 3.96457 0.71210 0.031 -0.054 -0.071
C -2.49752 -4.35240 1.10284 -0.083 -0.128 0.031
C -0.48859 5.01738 1.75613 -0.013 0.084 0.007
C -2.42120 -5.02783 -1.19975 0.053 0.088 -0.025
C 2.87913 1.21728 2.29713 -0.021 0.066 -0.123
C -0.77424 -2.38685 -3.18979 0.010 0.101 0.083
C -0.81277 -1.60012 -0.83099 -0.240 -0.663 0.063
C -1.01211 6.26155 -2.35027 0.053 -0.167 0.034
C -3.29485 -2.26931 4.15389 -0.044 -0.019 0.052
C 1.80763 2.20102 2.77220 0.217 0.098 -0.043
C -1.45776 -2.85792 -0.52360 -0.061 0.130 0.014
C 2.53072 -3.05632 1.84248 -0.099 0.023 -0.006
C 1.20884 -2.77419 1.49925 0.073 0.020 -0.030
C -0.51615 -1.43841 -2.16926 -0.004 0.157 -0.097
C -1.00384 2.97317 -4.26809 0.026 -0.060 0.066
C -2.79601 -5.28518 0.08408 0.025 0.065 0.103
C 2.97870 -2.84569 3.13629 -0.047 0.043 0.028
C -2.30323 2.16342 -4.18765 0.014 -0.074 -0.002
C -0.80688 3.47881 -1.75889 -0.370 -0.806 0.356
C -2.15435 3.27278 1.09664 -0.041 0.016 0.057
C -1.53540 -3.88507 4.22841 -0.015 -0.081 -0.009
C 0.80677 -1.98607 3.72542 0.036 0.138 -0.068
C -3.30417 -3.96020 5.86359 0.050 -0.004 -0.051
C -0.95348 5.80779 -1.03404 -0.029 -0.042 0.076
C 0.32696 -2.24371 2.43589 -0.148 -0.079 0.093
C -0.91076 3.93897 -3.10479 0.052 0.268 -0.274
C 2.10564 -2.30908 4.08027 0.091 0.137 -0.072
C -3.89254 -2.85673 5.26594 0.063 -0.003 -0.042
C -1.38632 -3.55933 -2.87684 -0.054 -0.089 0.083
C -0.99560 5.30159 -3.35546 0.063 -0.051 -0.055
H -3.17234 2.82493 -4.15390 0.008 0.000 -0.004
H 0.87383 -2.96505 0.48828 0.004 -0.002 0.012
H -2.08947 2.85259 2.10374 0.007 0.006 -0.033
H -0.97891 6.52943 -0.22377 0.008 0.010 -0.017
H -0.47959 -2.16892 -4.21071 0.015 0.011 0.010
H -0.34080 4.53759 2.72687 -0.034 0.003 -0.015
H 3.19915 1.60915 0.30125 -0.028 -0.023 -0.037
H 2.07663 2.62542 3.73995 0.084 0.006 -0.005
H -0.61393 -4.29289 3.82746 -0.049 0.001 0.020
H -2.97367 3.99915 1.06062 -0.002 -0.012 0.018
H -3.31433 -6.20414 0.33520 -0.002 0.003 0.008
H 1.73698 3.02214 2.04837 -0.002 -0.010 0.056
H -1.60188 -4.30461 -3.63652 -0.008 -0.013 0.016
H -1.29502 5.75023 1.86685 0.024 -0.009 0.010
H -4.80866 -2.44158 5.66887 0.000 0.001 0.001
H -1.03599 3.59287 -5.17096 -0.085 -0.010 -0.058
H 3.86889 1.62854 2.52831 0.048 0.005 0.032
H -1.64661 -5.32978 5.80517 -0.008 -0.010 0.001
H -3.74217 -1.39098 3.70136 0.009 -0.014 -0.002
H 0.05814 1.33091 -5.21480 0.015 0.027 -0.010
H -0.06343 3.19425 0.75675 0.005 0.015 -0.036
H 0.42456 5.56022 1.49680 -0.006 -0.021 -0.013
H 1.12429 2.59619 -4.57625 -0.002 0.033 0.002
H 0.15138 -1.52724 4.45820 0.033 -0.019 -0.028
H -3.75959 -4.41881 6.73351 0.005 0.000 0.006
H -0.04470 -0.52278 -2.53063 0.025 0.042 0.039
H -2.38273 2.45904 0.40808 -0.012 0.040 -0.018
H 3.25048 0.03563 0.64673 0.052 0.020 0.022
H -2.40626 1.49337 -5.04739 0.021 0.026 -0.002
H -2.30295 1.55312 -3.28153 -0.016 0.027 -0.020
H 2.44930 -2.10844 5.08874 -0.002 -0.014 -0.001
H -1.05860 7.31849 -2.58048 -0.028 0.008 -0.001
H 4.00151 -3.08173 3.40641 -0.005 0.007 0.008
H 2.78196 0.28839 2.85130 -0.033 -0.183 0.140
H -2.80778 -4.58325 2.11387 0.015 0.000 -0.019
H -1.05731 5.61579 -4.39508 -0.011 0.015 0.006
H 0.34839 1.47079 -3.48421 -0.023 -0.018 0.036
H -2.62941 -5.74148 -1.99130 -0.005 0.012 -0.015
H 3.20035 -3.44807 1.08634 -0.003 0.000 -0.003
```
Forces are in eV/Å.

## Properties
Net charge: -2
⟨S²⟩: 0.76
Spin multiplicity: 2

Energy across the listed records, respectively: -3142.2228; -5547.5653 a.u..